No. 1
The following is a DFT calculation (ωB97M-V with the def2-TZVPD basis set) of C42H49BMnN6S3 as an isolated structure.

Results
- Net charge: +1
- Molar mass: 799.8 g/mol
- Strongest force on any atom: 0.87 eV/Å
- Highest occupied orbital energy (alpha / beta): -8.69 / -10.78 eV
- LUMO energy (alpha / beta): -3.3 / -3.3 eV
- Spin multiplicity: 5
- HOMO-LUMO gap (alpha / beta): 5.34 / 7.43 eV
- E_tot: -117787.3990 eV

```
102
Properties=species:S:1:pos:R:3:forces:R:3
Mn -2.1933 -0.4404 -2.3556 0.2 0.1 0.4
C -3.5406 1.7761 2.0545 0.1 -0.1 0.0
C -2.2073 1.1938 1.6927 -0.3 0.0 0.0
C -1.0593 1.5066 2.3518 0.1 0.1 0.3
C 0.1812 0.9739 1.9408 0.2 0.1 0.2
N 0.2560 0.1541 0.9253 -0.1 0.1 -0.1
N -0.8665 -0.1599 0.2890 0.2 -0.1 -0.3
B -0.7985 -1.1591 -0.9093 0.1 -0.1 0.3
N -1.3802 -2.5268 -0.4017 0.3 0.4 0.2
N -0.8903 -2.8689 0.8056 -0.1 0.0 0.0
C -1.3543 -3.9437 1.3766 0.0 0.0 0.1
C -2.3273 -4.7421 0.7227 -0.1 -0.1 0.2
C -2.8240 -4.3930 -0.4897 -0.2 -0.2 -0.2
C -3.8887 -5.1812 -1.1924 0.1 0.0 0.1
C -2.3256 -3.1912 -1.0632 -0.1 0.0 -0.2
S -2.9329 -2.5984 -2.5603 -0.1 -0.6 0.1
C -0.8530 -4.3167 2.7677 -0.1 0.0 -0.1
C -0.1516 -5.6816 2.6836 0.0 0.0 0.0
C -2.0637 -4.4015 3.7112 0.0 0.0 0.0
C 0.1241 -3.2763 3.3086 0.0 0.1 0.0
N 0.6091 -1.3472 -1.5380 -0.2 0.1 0.0
N 1.6092 -1.6903 -0.6838 -0.3 -0.1 -0.2
C 2.7900 -1.8947 -1.1792 0.2 0.0 0.0
C 3.0281 -1.8027 -2.5776 0.3 -0.1 0.1
C 2.0414 -1.4796 -3.4370 0.0 0.0 -0.3
C 2.2509 -1.3852 -4.9182 -0.1 0.0 0.0
C 0.7578 -1.2240 -2.8687 -0.1 0.1 0.1
S -0.5098 -0.7661 -3.9050 -0.1 0.0 -0.2
C 3.9474 -2.2192 -0.2413 -0.1 0.0 -0.1
C 4.5331 -3.5872 -0.6247 0.0 0.0 0.0
C 3.4870 -2.2592 1.2102 -0.1 0.1 0.0
C 5.0166 -1.1247 -0.3971 0.0 0.0 0.0
C -2.0754 0.3210 0.5893 -0.1 0.1 0.2
S -3.4182 -0.1484 -0.3801 0.0 0.0 -0.2
C 1.5009 1.2577 2.6643 -0.1 0.0 -0.1
C 2.6132 1.5071 1.6341 -0.1 0.0 -0.1
C 1.8363 0.0208 3.5144 -0.1 -0.1 0.1
C 1.3841 2.4818 3.5736 0.1 0.1 0.1
H -3.4434 2.4763 2.8836 0.0 -0.1 0.0
H -4.2485 0.9896 2.3318 0.1 0.1 0.0
H -3.9628 2.3020 1.1946 0.0 0.0 0.0
H -1.1029 2.1957 3.1870 0.0 -0.1 -0.1
H -2.7113 -5.6256 1.2184 0.1 0.0 0.0
H -4.1391 -6.0789 -0.6277 0.0 0.1 0.0
H -3.5646 -5.4711 -2.1936 0.0 0.0 0.0
H -4.7881 -4.5748 -1.3140 0.0 0.0 0.0
H -0.8247 -6.4679 2.3297 0.1 0.1 0.0
H 0.2044 -5.9722 3.6755 0.0 0.0 -0.1
H 0.7108 -5.6400 2.0105 -0.1 0.0 0.1
H -2.7856 -5.1599 3.3947 0.1 0.1 0.0
H -2.5824 -3.4392 3.7737 0.1 -0.1 0.0
H -1.7231 -4.6701 4.7144 0.0 0.0 -0.1
H 0.9874 -3.1687 2.6531 0.0 0.0 0.0
H 0.4699 -3.5881 4.2983 0.0 0.0 -0.1
H -0.3467 -2.2930 3.3957 0.0 -0.1 0.0
H 4.0208 -2.0010 -2.9626 0.0 0.0 0.0
H 3.2917 -1.5822 -5.1692 0.0 0.0 0.0
H 1.9762 -0.3937 -5.2883 0.0 -0.1 0.1
H 1.6152 -2.1049 -5.4412 0.0 0.0 0.0
H 3.7803 -4.3761 -0.5310 0.1 0.1 0.0
H 5.3616 -3.8276 0.0459 0.0 0.0 0.0
H 4.9225 -3.6053 -1.6463 0.0 0.0 0.1
H 2.6911 -2.9913 1.3490 0.0 0.0 0.0
H 3.1047 -1.2856 1.5295 0.1 -0.3 -0.1
H 4.3300 -2.5318 1.8497 0.0 0.0 0.0
H 5.4312 -1.0899 -1.4086 0.0 0.0 0.1
H 5.8423 -1.3223 0.2917 -0.1 0.0 -0.1
H 4.6052 -0.1379 -0.1611 0.1 -0.1 0.0
H 2.6538 0.7073 0.8922 0.0 0.1 0.1
H 3.5802 1.5693 2.1422 -0.1 0.0 0.0
H 2.4440 2.4515 1.1063 0.0 -0.1 0.0
H 1.8151 -0.8901 2.9097 0.0 0.2 0.2
H 1.1134 -0.0942 4.3294 0.1 0.0 -0.1
H 2.8326 0.1252 3.9564 -0.1 0.0 0.0
H 1.0714 3.3733 3.0169 0.3 -0.5 0.4
H 2.3639 2.6932 4.0107 -0.1 0.0 0.0
H 0.6881 2.3200 4.4028 0.1 0.0 -0.1
C -1.5691 1.3706 -2.1504 -0.2 -0.1 -0.2
C -1.5727 2.5898 -2.1826 0.4 0.8 0.0
C -1.4837 3.9966 -2.1702 -0.2 0.0 0.0
C -1.4860 4.7533 -3.4134 0.0 -0.1 0.3
C -1.1126 6.1088 -3.4413 0.0 0.0 0.0
C -1.1184 6.8246 -4.6265 0.0 0.0 0.1
C -1.4922 6.2107 -5.8155 0.0 0.0 0.0
C -1.8412 4.8642 -5.8111 0.0 -0.1 0.0
C -1.8323 4.1425 -4.6302 0.0 0.0 -0.1
C -1.4306 4.6340 -0.8321 0.1 -0.1 -0.2
C -0.6046 4.0980 0.1589 0.1 0.0 0.1
C -0.5483 4.6664 1.4238 0.0 0.1 -0.1
C -1.3393 5.7666 1.7319 0.0 0.0 0.0
C -2.1763 6.2991 0.7593 0.0 0.0 -0.1
C -2.2143 5.7458 -0.5136 0.0 0.1 0.1
H -0.7895 6.5900 -2.5278 0.0 0.0 0.0
H -0.8199 7.8663 -4.6265 0.0 0.0 0.0
H -1.5039 6.7749 -6.7407 0.0 0.0 0.1
H -2.1231 4.3766 -6.7376 0.0 0.0 0.1
H -2.0975 3.0936 -4.6304 0.0 0.0 0.0
H 0.0144 3.2406 -0.0871 0.0 0.0 0.0
H 0.1298 4.2626 2.1703 -0.4 0.3 -0.4
H -1.3034 6.2074 2.7223 0.0 0.0 -0.1
H -2.8017 7.1521 0.9925 0.0 0.0 0.0
H -2.8745 6.1614 -1.2644 0.0 0.0 0.0
```
Forces are in eV/Å.

---

No. 2
The following is a DFT calculation (ωB97M-V with the def2-TZVPD basis set) of C42H49BiN7OP2S as an isolated structure.

Results
- Net charge: +1
- Molar mass: 970.9 g/mol
- Strongest force on any atom: 0.60 eV/Å
- Highest occupied orbital energy: -9.79 eV
- LUMO energy: -2.3 eV
- HOMO-LUMO gap: 7.44 eV
- E_tot: -92076.3302 eV
- Energy above the lowest of the compared OMol25 structures with the same formula, charge and spin: 19.2 kcal per mole

```
103
Properties=species:S:1:pos:R:3:forces:R:3
Bi -0.1113 0.0320 0.3291 0.2 0.4 0.3
C 4.4417 5.9124 0.8046 0.0 -0.1 0.0
C 3.3243 4.9095 0.9337 0.0 0.1 0.0
C 2.5178 4.8355 2.0614 0.0 0.0 0.0
C 1.5053 3.9014 2.1679 0.0 -0.1 0.0
C 1.1974 2.9791 1.1519 -0.2 -0.1 0.1
N 0.1650 2.0311 1.2889 0.2 0.1 0.0
C -0.7617 2.1881 2.3559 0.1 0.0 -0.2
C -0.4073 2.1280 3.7049 0.0 -0.1 0.0
C -1.3538 2.2320 4.7067 0.0 0.0 0.0
C -2.7106 2.3563 4.4144 0.0 0.0 0.1
C -3.7473 2.4024 5.5079 0.1 0.0 -0.1
C -3.0811 2.3850 3.0795 0.0 0.0 -0.1
C -2.1236 2.3235 2.0728 -0.1 -0.1 -0.1
N -2.5672 2.3953 0.7166 0.1 0.1 0.0
C -3.4659 3.2528 0.1871 0.0 -0.1 0.0
C -3.5920 2.9438 -1.1473 0.0 0.0 0.0
C -2.7192 1.8654 -1.3479 0.0 0.0 0.0
N -2.1056 1.5404 -0.2173 -0.3 0.2 0.1
C 1.9463 3.1512 -0.0276 0.0 -0.1 -0.1
C 3.0069 4.0495 -0.0988 0.1 -0.1 -0.1
N 1.5780 2.5553 -1.2784 -0.1 0.1 0.1
C 1.6295 3.1759 -2.4771 0.0 0.0 0.1
C 1.1493 2.3052 -3.4257 0.0 -0.1 -0.1
C 0.8068 1.1598 -2.7084 0.0 0.0 0.0
N 1.0718 1.3177 -1.4096 0.1 0.1 -0.2
H 4.5849 6.4572 1.7365 0.0 0.0 0.0
H 4.2213 6.6400 0.0214 0.0 0.0 0.0
H 5.3840 5.4269 0.5457 0.0 0.0 0.0
H 2.6892 5.5165 2.8881 0.0 0.0 0.0
H 0.9138 3.9094 3.0673 0.0 0.0 0.0
H 0.6315 1.9675 3.9603 0.0 0.0 0.0
H -1.0356 2.1902 5.7426 0.0 0.0 0.0
H -3.3072 2.7316 6.4482 0.0 0.0 0.0
H -4.1767 1.4112 5.6697 0.0 0.0 0.0
H -4.5634 3.0783 5.2516 0.0 0.0 0.0
H -4.1290 2.4535 2.8051 0.0 0.0 0.0
H -3.9388 4.0118 0.7891 0.1 0.0 0.0
H -4.2210 3.4329 -1.8717 0.0 0.0 0.0
H -2.5125 1.3106 -2.2518 0.0 0.0 0.1
H 3.5969 4.0792 -1.0089 -0.1 0.0 0.0
H 1.9734 4.1916 -2.5692 0.0 0.0 0.1
H 1.0575 2.4756 -4.4852 0.0 0.0 0.1
H 0.3644 0.2400 -3.0560 0.0 0.0 0.0
C 1.0688 -5.3857 3.3757 0.0 0.0 0.1
C 0.8843 -4.2349 4.3519 0.0 0.0 -0.1
N -0.0611 -3.2077 3.8821 0.1 0.1 0.0
C -1.3725 -3.2014 4.5356 0.0 -0.1 -0.1
C -2.0784 -4.5478 4.4672 0.0 0.0 0.0
C 0.3733 -2.2340 3.0656 -0.2 -0.1 -0.3
S -0.6939 -0.8754 2.7955 0.1 -0.1 0.2
N 1.6203 -2.3897 2.6206 0.2 0.0 0.0
C 2.3305 -1.6730 1.7641 0.0 -0.2 0.1
O 1.9431 -0.8068 0.9209 -0.4 0.2 -0.1
C 3.7963 -1.9761 1.7294 0.0 0.0 -0.1
C 4.6114 -1.2879 0.8304 0.0 0.0 0.0
C 5.9736 -1.5391 0.7861 0.0 0.0 0.0
C 6.5323 -2.4808 1.6402 0.0 0.0 0.0
C 5.7213 -3.1890 2.5183 0.0 0.0 0.0
C 4.3590 -2.9413 2.5597 0.0 0.0 0.1
H 1.7064 -6.1520 3.8222 0.0 0.0 0.0
H 1.5388 -5.0275 2.4592 0.0 0.0 0.0
H 0.1113 -5.8445 3.1210 0.2 0.0 0.1
H 1.8399 -3.7488 4.5279 0.0 0.0 0.1
H 0.5081 -4.5989 5.3073 0.0 0.0 0.0
H -1.9894 -2.4550 4.0490 0.0 0.1 0.0
H -1.2407 -2.8937 5.5767 0.0 0.0 0.0
H -2.2750 -4.8281 3.4308 0.0 0.1 0.5
H -3.0318 -4.4703 4.9918 0.0 0.0 0.0
H -1.5076 -5.3484 4.9395 0.0 0.0 0.0
H 4.1640 -0.5503 0.1777 0.0 0.0 0.0
H 6.6005 -1.0024 0.0846 0.0 0.0 0.0
H 7.5995 -2.6661 1.6205 0.0 0.0 0.0
H 6.1539 -3.9370 3.1699 0.0 0.0 0.0
H 3.7199 -3.4939 3.2340 0.0 0.0 0.0
C -0.7741 -3.3246 -3.4456 -0.1 0.1 0.1
P -0.2662 -2.2974 -2.0011 0.5 -0.3 -0.2
C 1.5613 -2.5239 -2.1307 -0.2 -0.1 0.0
C -0.7319 -3.4338 -0.6239 -0.4 0.1 0.2
C 0.0090 -4.5794 -0.3243 0.0 0.1 0.0
C -0.4535 -5.4979 0.6021 -0.1 -0.1 -0.1
C -1.6656 -5.2851 1.2468 0.0 -0.1 -0.3
C -2.3999 -4.1399 0.9885 0.1 0.1 -0.1
C -1.9496 -3.1963 0.0645 0.3 -0.1 -0.3
P -2.9173 -1.6984 -0.4111 -0.4 -0.3 0.2
C -4.2622 -2.5199 -1.3771 0.2 0.1 -0.1
C -3.9204 -1.2854 1.0799 0.1 -0.1 0.0
H -0.4119 -4.3477 -3.3388 0.0 0.0 0.0
H -0.3570 -2.8867 -4.3538 0.0 0.0 0.0
H -1.8600 -3.3375 -3.5411 0.0 0.0 0.0
H 1.8412 -3.5678 -2.2825 0.1 0.0 0.0
H 2.0615 -2.1370 -1.2412 0.0 0.0 0.0
H 1.9116 -1.9547 -2.9934 0.0 0.0 0.0
H 0.9547 -4.7678 -0.8190 -0.1 0.0 0.0
H 0.1231 -6.3907 0.8154 0.0 0.1 -0.1
H -2.0412 -6.0251 1.9444 0.0 0.0 -0.1
H -3.3362 -3.9858 1.5124 0.0 0.0 0.0
H -4.7490 -3.2865 -0.7737 0.0 0.0 0.0
H -3.8515 -2.9822 -2.2746 0.0 0.0 0.0
H -5.0007 -1.7749 -1.6777 0.0 0.0 0.0
H -4.3514 -2.1632 1.5643 -0.1 0.0 0.0
H -4.7376 -0.6436 0.7413 0.0 0.0 0.0
H -3.3297 -0.7342 1.8110 0.0 0.0 0.0
```
Forces are in eV/Å.